This record from OMol25 describes an isolated molecule of C6H9NO. The level of theory is ωB97M-V/def2-TZVPD.

Values from the calculation:
HOMO-LUMO gap   0.360 hartree
Relative energy (zero: lowest compared OMol25 entry of this formula, charge and spin)   61.3 kcal per mole
SMILES   [H]/N=C(/C(=C)C)C(C)=O
LUMO   0.28 eV

```
! wB97M-V def2-TZVPD RIJCOSX def2/J DEFGRID3
* xyz 0 1
C 0.355 1.746 1.331
C 1.149 -0.081 -1.190
C -0.833 -0.349 0.408
C 0.302 0.241 1.229
C -0.386 -0.809 -0.890
C -0.874 -1.762 -1.666
N -2.033 -0.458 0.871
O 0.844 -0.504 2.052
H -2.051 -0.154 1.852
H 0.397 2.023 2.388
H 1.254 2.117 0.837
H -0.518 2.235 0.894
H 1.992 0.203 -0.559
H 0.876 0.767 -1.822
H 1.672 -0.826 -1.797
H -1.858 -2.183 -1.473
H -0.288 -2.204 -2.466
*
```


This record from OMol25 describes a structure of composition C6H9NO. The level of theory is ωB97M-V/def2-TZVPD.

Values from the calculation:
HOMO-LUMO gap   0.359 hartree
Relative energy (zero: lowest compared OMol25 entry of this formula, charge and spin)   56.0 kcal per mole
LUMO   0.93 eV

```
! wB97M-V def2-TZVPD RIJCOSX def2/J DEFGRID3
* xyz 0 1
C -1.225 -0.559 0.040
C -1.547 0.963 0.060
C -0.163 1.723 0.068
C 0.761 0.610 -0.420
C 1.658 -1.180 -0.003
C 0.242 -0.610 0.313
H -2.132 1.139 0.947
H -2.155 1.187 -0.791
H -0.216 2.648 -0.523
H 0.147 1.965 1.102
H 0.632 0.468 -1.478
H 2.488 0.515 0.821
H 2.114 -1.717 0.878
H 1.831 -1.715 -0.900
H 0.285 -0.251 1.352
N 2.130 0.231 -0.096
O -2.032 -1.442 -0.135
*
```


This record from OMol25 describes a cluster of 2 separate species, C6H9NO in total. The level of theory is ωB97M-V/def2-TZVPD.

Values from the calculation:
HOMO-LUMO gap   0.331 hartree
Relative energy (zero: lowest compared OMol25 entry of this formula, charge and spin)   24.2 kcal per mole
SMILES   C=Cc1ccc[nH]1.O
LUMO   0.85 eV

```
! wB97M-V def2-TZVPD RIJCOSX def2/J DEFGRID3
* xyz 0 1
C -1.842 -0.563 -1.439
C -0.595 -0.860 -1.908
N 0.297 -0.108 -1.201
C -0.366 0.707 -0.329
C -1.713 0.449 -0.460
C 1.407 1.340 1.206
C 0.315 1.665 0.530
H -2.754 -1.055 -1.702
H -0.364 -1.608 -2.648
H 1.281 0.027 -1.380
H -2.454 0.823 0.223
H 1.968 0.431 1.034
H 1.930 1.884 1.987
H -0.192 2.578 0.791
H 1.008 -1.116 1.592
H 0.841 -2.675 1.633
O 1.235 -1.919 2.073
*
```


This record from OMol25 describes an isolated molecule of C6H9NO2. The level of theory is ωB97M-V/def2-TZVPD.

Values from the calculation:
HOMO-LUMO gap   0.346 hartree
Relative energy (zero: lowest compared OMol25 entry of this formula, charge and spin)   162.0 kcal per mole
SMILES   C=CC(=C)N(O)C(=C)O
LUMO   0.70 eV

```
! wB97M-V def2-TZVPD RIJCOSX def2/J DEFGRID3
* xyz 0 1
N 0.173 0.489 -0.381
C 1.861 0.004 0.087
C -0.478 -0.530 0.152
C -2.167 0.106 -0.212
C 2.752 -0.374 -0.818
C -0.419 -1.546 0.989
C -2.663 1.240 0.244
O 0.115 0.559 -1.777
O 2.175 0.186 1.399
H 0.294 1.490 -1.974
H 1.400 0.511 1.872
H -2.743 -0.636 -0.752
H 2.452 -0.565 -1.835
H 3.803 -0.446 -0.572
H -1.324 -1.924 1.439
H 0.523 -2.013 1.236
H -3.722 1.474 0.175
H -2.032 1.977 0.729
*
```


This record from OMol25 describes a structure of composition C6H9NO2. The level of theory is ωB97M-V/def2-TZVPD.

Values from the calculation:
HOMO-LUMO gap   0.279 hartree
Relative energy (zero: lowest compared OMol25 entry of this formula, charge and spin)   104.5 kcal per mole
LUMO   0.19 eV

```
! wB97M-V def2-TZVPD RIJCOSX def2/J DEFGRID3
* xyz 0 1
C -0.754 1.168 -1.139
C -0.165 -1.405 0.060
C 0.488 0.349 -0.872
C 0.806 0.692 0.883
N -1.537 -1.333 0.302
C 0.783 -0.707 0.827
C 0.981 1.762 1.618
O 0.250 -2.465 -0.709
O 1.364 0.100 -1.684
H 0.997 -2.146 -1.251
H -2.063 -1.952 -0.301
H -1.792 -1.427 1.272
H 1.774 -1.155 0.813
H -0.450 2.132 -1.550
H -1.390 1.308 -0.270
H -1.355 0.631 -1.880
H 0.990 2.755 1.183
H 1.074 1.694 2.699
*
```


This record from OMol25 describes a structure of composition C6H9NO2. The level of theory is ωB97M-V/def2-TZVPD.

Values from the calculation:
HOMO-LUMO gap   0.404 hartree
Relative energy (zero: lowest compared OMol25 entry of this formula, charge and spin)   48.8 kcal per mole
LUMO   0.62 eV

```
! wB97M-V def2-TZVPD RIJCOSX def2/J DEFGRID3
* xyz 0 1
N 2.633 -0.478 0.464
C 1.491 -0.338 0.341
C 0.034 -0.229 0.267
C -0.804 -0.683 -0.949
C -1.941 -0.505 0.096
C -0.935 -1.047 1.148
C -1.838 0.993 0.368
O -0.393 1.125 0.476
H -0.783 -0.026 -1.829
H -0.633 -1.729 -1.220
H -2.939 -0.929 -0.042
H -0.774 -2.126 1.069
H -1.034 -0.725 2.191
H -2.201 1.619 -0.458
H -2.305 1.307 1.310
O 4.416 1.376 -1.331
H 4.502 0.689 -0.653
H 3.505 1.707 -1.247
*
```


This record from OMol25 describes a cluster of 2 separate species, C6H9NO2 in total. The level of theory is ωB97M-V/def2-TZVPD.

Values from the calculation:
HOMO-LUMO gap   0.385 hartree
Relative energy (zero: lowest compared OMol25 entry of this formula, charge and spin)   70.0 kcal per mole
SMILES   C=C[C@@H]1OC1=O.[H]/N=C\C
LUMO   0.88 eV

```
! wB97M-V def2-TZVPD RIJCOSX def2/J DEFGRID3
* xyz 0 1
C 1.848 0.922 -1.232
C -0.141 -0.877 1.971
C -1.069 -0.748 -1.155
C 0.996 1.285 -0.053
C -1.663 -1.306 0.078
C -1.350 -0.806 1.420
O -0.541 -1.861 -0.719
N -0.053 1.969 -0.013
O -1.088 -0.015 -2.080
H -0.402 2.264 -0.928
H -2.586 -1.864 -0.044
H -2.173 -0.292 1.899
H 1.309 1.055 -2.167
H 2.756 1.524 -1.241
H 2.149 -0.126 -1.151
H 0.646 -1.455 1.506
H 1.327 0.868 0.935
H 0.035 -0.536 2.975
*
```


This record from OMol25 describes a cluster of 2 separate species, C6H9NO2P2 in total. The level of theory is ωB97M-V/def2-TZVPD.

Values from the calculation:
HOMO-LUMO gap   0.258 hartree
SMILES   O=C1C=CC(=O)C=C1.N=[PH2]P
LUMO   -1.67 eV

```
! wB97M-V def2-TZVPD RIJCOSX def2/J DEFGRID3
* xyz 0 1
N 4.851 0.412 -0.875
P 3.810 -0.691 -1.219
P 1.962 0.124 -2.053
H 5.693 0.430 -1.433
H 3.421 -1.490 -0.130
H 4.083 -1.680 -2.189
H 1.198 -1.058 -1.934
H 1.550 0.638 -0.806
C -1.500 -0.585 1.785
C -2.290 0.343 2.317
C -3.068 1.278 1.462
O -3.787 2.122 1.946
C -2.928 1.136 -0.012
C -2.139 0.208 -0.543
C -1.363 -0.725 0.313
O -0.638 -1.566 -0.174
H -0.921 -1.278 2.381
H -2.410 0.470 3.386
H -3.504 1.831 -0.609
H -2.019 0.081 -1.612
*
```


This record from OMol25 describes an isolated molecule of C6H9NO2S. The level of theory is ωB97M-V/def2-TZVPD.

Values from the calculation:
HOMO-LUMO gap   0.337 hartree
Relative energy (zero: lowest compared OMol25 entry of this formula, charge and spin)   81.4 kcal per mole
SMILES   CC#CCN(C)SC(=O)O
LUMO   0.40 eV

```
! wB97M-V def2-TZVPD RIJCOSX def2/J DEFGRID3
* xyz 0 1
C 0.870 2.241 -0.680
C 0.590 1.108 -0.946
C 0.144 -3.182 1.615
C 1.284 3.554 -0.222
C -2.004 -0.372 -0.471
C 0.251 -0.266 -1.314
N -0.701 -0.892 -0.450
O 0.637 -2.989 2.846
O -0.007 -4.166 0.956
S -0.175 -1.337 1.171
H 0.377 4.091 0.233
H 2.192 3.661 0.393
H 1.380 4.011 -1.132
H -2.746 -1.160 -0.105
H -2.075 0.585 0.203
H -2.276 -0.086 -1.419
H 1.154 -0.900 -1.443
H -0.271 -0.261 -2.276
H 1.377 -3.639 3.044
*
```


This record from OMol25 describes an isolated molecule of C6H9NO2S. The level of theory is ωB97M-V/def2-TZVPD.

Values from the calculation:
HOMO-LUMO gap   0.377 hartree
Relative energy (zero: lowest compared OMol25 entry of this formula, charge and spin)   79.1 kcal per mole
SMILES   N=[S@]1(=O)C[C@H]2C[C@@H]3C[C@@]32O1
LUMO   0.89 eV

```
! wB97M-V def2-TZVPD RIJCOSX def2/J DEFGRID3
* xyz 0 1
C 1.030 -0.270 1.567
C -0.673 -1.933 0.835
C 0.814 1.219 -0.569
C -0.434 -0.690 1.666
C 0.894 -0.158 0.029
C -0.566 -0.613 0.164
N -0.436 0.761 -2.925
O -1.485 -0.001 -0.650
O -1.521 2.417 -1.302
S -0.760 1.219 -1.520
H 1.237 0.684 2.046
H 1.749 -1.011 1.914
H 0.113 -2.667 0.712
H -1.667 -2.350 0.896
H 0.698 2.014 0.163
H 1.599 1.452 -1.278
H -1.106 -0.399 2.455
H 1.534 -0.819 -0.557
H -1.023 1.146 -3.646
*
```


This record from OMol25 describes an isolated molecule of C6H9NO3. The level of theory is ωB97M-V/def2-TZVPD.

Values from the calculation:
HOMO-LUMO gap   0.402 hartree
Relative energy (zero: lowest compared OMol25 entry of this formula, charge and spin)   39.5 kcal per mole
SMILES   NC(=O)[C@@H]1O[C@@H]1C1(O)CC1
LUMO   0.83 eV

```
! wB97M-V def2-TZVPD RIJCOSX def2/J DEFGRID3
* xyz 0 1
O -1.206 1.423 0.812
C -1.100 0.177 0.189
C -2.287 -0.263 -0.600
C -1.008 0.121 -1.308
C -0.346 -0.807 1.043
O 0.548 -1.719 0.418
C 1.104 -0.677 1.195
C 1.829 0.427 0.472
N 2.413 0.159 -0.697
H -0.405 1.928 0.614
H -2.558 -1.319 -0.562
H -3.125 0.433 -0.648
H -0.980 1.081 -1.825
H -0.406 -0.672 -1.753
H -0.908 -1.231 1.881
H 1.573 -0.975 2.138
O 1.804 1.593 0.887
H 2.168 -0.696 -1.179
H 2.888 1.017 -1.077
*
```